Record 1
Entry from the OMol25 dataset: an isolated ion of composition C5H10N2 and charge +2 at a distorted geometry (ωB97M-V with the def2-TZVPD basis set).

Structure (XYZ):
```
17
C5H10N2, DFT ωB97M-V with the def2-TZVPD basis set
H 0.79931 -1.80021 0.96522
H -1.54073 1.91460 0.72492
N -0.98968 -0.09254 -0.00931
H 2.13917 1.91918 0.15777
C 2.26173 0.87007 0.31707
H -1.62382 -1.96848 0.37811
C 1.14415 -1.40453 -0.03681
H -0.70634 1.78912 -0.84587
C -1.77157 -0.94556 0.61563
C -1.37328 1.24815 -0.20132
C 0.25260 -0.41717 -0.69049
H 1.78419 -2.15279 -0.57865
H 0.22467 -0.22901 -1.82971
N 1.43119 -0.03935 0.05214
H -2.42596 1.18131 -0.64018
H 3.15577 0.66386 0.72462
H -2.76140 -0.53662 0.89687
```

As for the HOMO energy: -21.044 eV. The calculation puts the LUMO energy at -0.3689 Eh. The molar mass comes out at 98.149 g mol⁻¹. The largest force on an atom is 4.8 eV Å⁻¹. As for the energy above the lowest of the compared OMol25 structures with the same formula, charge and spin: 53.6 kcal/mol. Its structure (SMILES) is C=[N+](C)[C@@H]1C[N+]1=C. Its total charge is +2.

natural (NBO) atomic charge list, values in e, 4 entries: number 1, H, carries 0.2761; number 2, H, carries 0.2984; number 3, N, carries -0.2517; number 4, H, carries 0.2498

Record 2
Entry from the OMol25 dataset: a 6-piece molecular cluster, C6H27N2O5 overall at a distorted geometry (ωB97M-V with the def2-TZVPD basis set).

Structure (XYZ):
```
40
C6H27N2O5, DFT ωB97M-V with the def2-TZVPD basis set
O 2.40463 -2.26267 -1.77225
H -1.39137 -3.37241 0.46013
O -1.98215 2.24400 0.17573
O 0.76788 4.27056 -1.25695
H 1.63468 -1.15365 0.28528
C 1.27947 1.41628 1.98937
H 2.28798 1.67801 1.67424
H 1.94141 -0.87524 1.89816
H 0.16969 4.54340 -1.95962
C 0.01840 -2.00393 1.48093
O 3.50615 0.40669 -1.06496
H 1.17113 1.02336 3.01706
H -3.55258 -2.22241 1.18558
H -3.03744 -1.01428 2.17461
H -2.37091 0.77448 -3.11544
H -2.91201 1.98417 0.04263
H -1.87226 -0.15034 0.01259
H -2.08233 3.18523 0.33537
H -0.63919 -2.62798 -0.68830
C 0.46598 0.49193 1.07972
H 1.41260 0.66996 -0.80147
H 3.10125 -0.45501 -1.26894
H -0.26918 0.66352 -0.88235
H -0.54751 -1.86043 2.41365
H -2.32823 -0.10039 -1.97225
C -0.99855 -2.33094 0.31645
H -2.68839 -1.34083 -0.78748
H 1.80511 -2.93648 -2.12263
H 4.35674 0.04283 -0.75902
C 1.06102 -0.93171 1.19234
H 2.73931 -1.89896 -2.59943
O -1.71151 0.25381 -2.61921
H 0.87349 2.43135 1.87687
H 0.63901 -2.96335 1.52143
N 0.57450 0.97667 -0.36546
C -2.07012 -1.25519 0.15604
H -0.57481 0.39958 1.40824
H 0.56850 2.01033 -0.31457
N -3.14093 -1.31035 1.18131
H 1.39054 3.60040 -1.52740
```

As for the HOMO energy: -12.065 eV. The calculation puts the LUMO energy at -0.0962 Eh. The molar mass comes out at 207.291 g mol⁻¹. The largest force on an atom is 3.1 eV Å⁻¹. As for the energy above the lowest of the compared OMol25 structures with the same formula, charge and spin: 60.0 kcal/mol. Its total charge is +1.

natural (NBO) atomic charge list, values in e, 4 entries: number 1, O, carries -0.9605; number 2, H, carries 0.2396; number 3, O, carries -0.9700; number 4, O, carries -0.9558

Record 3
Entry from the OMol25 dataset: C5H5NO as an isolated structure at a distorted geometry (ωB97M-V with the def2-TZVPD basis set).

Structure (XYZ):
```
12
C5H5NO, DFT ωB97M-V with the def2-TZVPD basis set
H -0.14429 1.37034 -1.08316
C -0.27033 -0.53123 -0.20078
N 1.54090 -0.11830 1.29430
O 0.35693 -1.28109 0.72372
C 1.13297 1.13917 0.69474
H 1.09116 -0.18025 2.19155
C -2.20929 -1.53514 -1.65815
H 1.94280 1.60845 0.15065
C -1.32512 -1.08578 -0.97924
H -2.98773 -1.94488 -2.25464
C 0.13751 0.71762 -0.31161
H 0.73449 1.84110 1.43261
```

As for the HOMO energy: -8.508 eV. The calculation puts the LUMO energy at 0.0141 Eh. The molar mass comes out at 95.101 g mol⁻¹. The largest force on an atom is 2.9 eV Å⁻¹. As for the energy above the lowest of the compared OMol25 structures with the same formula, charge and spin: 116.2 kcal/mol.

natural (NBO) atomic charge list, values in e, 4 entries: number 1, H, carries 0.2200; number 2, C, carries 0.2195; number 3, N, carries -0.2451; number 4, O, carries -0.3964

Record 4
Entry from the OMol25 dataset: C3H9P in the gas phase at a distorted geometry (ωB97M-V with the def2-TZVPD basis set).

Structure (XYZ):
```
13
C3H9P, DFT ωB97M-V with the def2-TZVPD basis set
H -2.68840 -1.62905 0.95358
H -0.72796 0.23344 1.17148
H -0.82624 0.70765 -0.37958
H -2.46470 -0.18672 -0.46530
H -1.70516 -1.66422 -0.66994
C -0.96685 -0.15708 0.24763
C -2.07776 -0.90879 0.19233
H 1.37207 -1.13173 0.80212
H 2.90849 0.92985 0.33410
H 2.54669 1.09240 -1.32853
P 1.04650 -0.43935 -0.42473
H 1.51523 2.01930 -0.09868
C 2.06811 1.13430 -0.33447
```

As for the HOMO energy: -8.038 eV. The calculation puts the LUMO energy at 0.0388 Eh. The molar mass comes out at 76.079 g mol⁻¹. The largest force on an atom is 10.9 eV Å⁻¹. As for the energy above the lowest of the compared OMol25 structures with the same formula, charge and spin: 68.0 kcal/mol. Its structure (SMILES) is CCPC.

natural (NBO) atomic charge list, values in e, 4 entries: number 1, H, carries 0.2575; number 2, H, carries 0.2021; number 3, H, carries 0.1862; number 4, H, carries 0.2626

Record 5
Entry from the OMol25 dataset: C11H15AgN3S as an isolated structure at a distorted geometry (ωB97M-V with the def2-TZVPD basis set).

Structure (XYZ):
```
31
C11H15AgN3S, DFT ωB97M-V with the def2-TZVPD basis set
H -3.29592 2.28967 2.76779
C -2.42759 0.43121 1.02873
H 0.44841 4.34857 3.04912
H 2.62720 -1.01487 1.07068
N -0.37754 1.64898 1.23252
H -0.04354 -1.05522 2.25487
C 2.65880 -1.53021 3.16345
H 1.87304 0.21100 2.11497
N 4.04162 -0.98350 3.33386
C -1.51203 3.44102 3.03226
C -3.09107 -1.38867 -0.19886
Ag -0.17223 0.05258 -0.80981
H -5.06302 -1.83739 0.64214
H 0.64362 -2.37555 1.52603
C -2.06422 -0.43042 0.00985
C 0.32488 2.64712 1.75354
H -3.04599 -2.18293 -0.92506
C -1.67227 1.52239 1.58809
H 4.57961 -1.13140 2.46851
N 0.67967 -1.36959 1.62040
H 2.72920 -2.60849 3.00572
H -1.95382 4.13801 3.72760
H 1.35963 2.71141 1.42930
C -0.17831 3.56432 2.65523
H 2.09010 -1.34655 4.07668
S -4.01615 0.06905 1.69274
C -2.25839 2.41479 2.50040
H 4.54765 -1.42844 4.11123
C -4.17032 -1.24468 0.61799
H 3.99805 0.02970 3.50849
C 1.97962 -0.86151 1.93967
```

As for the HOMO energy: -9.899 eV. The calculation puts the LUMO energy at -0.1440 Eh. The molar mass comes out at 329.197 g mol⁻¹. The largest force on an atom is 1.1 eV Å⁻¹. As for the energy above the lowest of the compared OMol25 structures with the same formula, charge and spin: 22.4 kcal/mol. Its total charge is +1.

natural (NBO) atomic charge list, values in e, 4 entries: number 1, H, carries 0.2301; number 2, C, carries -0.3612; number 3, H, carries 0.2249; number 4, H, carries 0.1848

Record 6
Entry from the OMol25 dataset: C13H11BrN2O2S in the gas phase at a distorted geometry (ωB97M-V with the def2-TZVPD basis set).

Structure (XYZ):
```
30
C13H11BrN2O2S, DFT ωB97M-V with the def2-TZVPD basis set
C -2.67088 1.72515 -1.37614
O -0.61632 2.27200 0.72116
H 2.34458 0.79664 2.71111
H 1.29494 -2.77380 4.85686
N 1.16156 -1.83304 -0.02759
C -0.66145 1.10214 -2.54892
O 1.78301 -2.41185 2.88352
C -0.60277 1.35145 -0.06243
S -1.20542 -1.64570 -1.06609
C -1.32901 1.36144 -1.35477
C -3.35722 1.78492 -2.57418
H 1.65902 -0.08973 5.16241
H -4.40389 2.04631 -2.59540
C 2.10836 -0.21314 2.98274
C -1.33580 1.17703 -3.75091
N 0.19294 0.25013 0.20833
H -0.82584 0.97476 -4.68009
H 1.01633 -2.80453 -0.25832
C 2.11349 -1.31287 2.17155
H 2.77250 -0.53894 0.30401
C 0.10110 -1.03675 -0.27225
H 0.76264 0.37291 1.04248
Br -3.61469 1.59428 -5.40342
C 1.75794 -0.67783 4.27426
H 0.38686 0.84221 -2.53937
C 1.57044 -2.01837 4.14868
H 3.09052 -2.27132 0.53717
C 2.36430 -1.47272 0.70297
H -3.17544 1.94222 -0.44746
C -2.68179 1.50700 -3.74990
```

As for the HOMO energy: -8.240 eV. The calculation puts the LUMO energy at 0.0116 Eh. The molar mass comes out at 339.214 g mol⁻¹. The largest force on an atom is 1.0 eV Å⁻¹. As for the energy above the lowest of the compared OMol25 structures with the same formula, charge and spin: 0.0 kcal/mol. Its structure (SMILES) is O=C(NC(=S)NCc1ccco1)c1ccc(Br)cc1.

natural (NBO) atomic charge list, values in e, 4 entries: number 1, C, carries -0.1405; number 2, O, carries -0.5547; number 3, H, carries 0.2347; number 4, H, carries 0.2090

Look up the HOMO of the fifth one. -9.899 eV

Which formula does entry 5 have? C11H15AgN3S

Among the records above, which one has the highest energy above the lowest of the compared OMol25 structures with the same formula, charge and spin? C5H5NO